The following is a quantum chemistry calculation of 12 unconnected molecules or ions with the total composition C12H48O12 at a distorted geometry, from the Open Molecules 2025 dataset.

## Properties
<S²> = 0.7506
Multiplicity = 2
ΔE to the lowest compared entry with this formula, charge and spin = 643.9 kJ/mol
HOMO-LUMO gap (alpha / beta) = 2.11 / 9.67 eV
Total charge = -1
M = 384.50 Da

```
72
Properties=species:S:1:pos:R:3:forces:R:3:lowdin_spin:R:1
O -1.2771 -1.3124 1.8989 -0.460 -0.296 0.240 0.00
O 0.7075 0.1449 0.2403 0.385 -0.164 0.385 0.04
O -3.4209 2.1171 -0.1811 1.140 -4.109 -0.198 0.01
O 3.0138 3.7832 0.1862 -1.846 0.425 0.789 0.14
O -0.7958 3.4934 3.2936 1.000 -0.404 1.888 0.00
O -1.3201 2.9576 -1.6714 -0.097 0.006 0.748 0.08
O 0.7175 1.2519 3.5327 1.281 -0.464 0.152 0.00
O 2.8368 -1.4003 -5.6092 -0.079 -0.126 0.694 0.01
O -4.1742 -2.9261 -1.5769 0.751 1.271 0.425 0.00
O 4.2912 -2.9959 0.8578 1.120 0.313 0.022 0.02
O -2.0263 -4.5483 -2.1808 -1.700 -1.769 -1.191 0.00
O 2.0615 -4.2855 1.7816 -1.977 -1.048 0.457 0.00
C -1.9914 -0.1064 1.9632 0.236 2.015 0.210 0.00
C 1.9389 1.1809 4.2831 -0.045 1.047 0.501 0.01
C -4.4113 2.8274 0.3878 0.005 3.486 0.027 0.01
C -0.7320 -4.1412 -2.1318 1.011 1.328 1.568 0.00
C -1.8088 2.9684 -2.9874 -0.304 0.402 -0.377 0.06
C 0.0024 -0.1450 -0.9210 -0.880 -0.225 -1.737 0.03
C 3.7088 -1.7741 0.4778 -1.240 0.912 -0.246 0.05
C 2.9468 -1.3558 -4.1672 0.378 0.371 -0.709 0.06
C -3.3339 -1.8336 -1.1076 0.178 0.679 -0.077 0.00
C -1.2232 3.5080 1.9659 -0.681 0.787 1.186 0.02
C 0.9497 -4.5411 0.8753 1.439 0.670 -0.325 0.01
C 2.7345 3.6801 1.6289 2.422 -1.218 -1.088 0.10
H 3.9268 4.0504 0.0573 0.259 0.028 0.208 0.04
H 4.0013 -1.1773 -3.9568 0.023 -0.118 0.533 0.01
H 1.7414 0.6949 5.2386 0.323 -0.484 -0.151 0.00
H -0.1802 2.7840 3.4924 -0.098 -0.511 -0.236 0.00
H -5.4106 2.4081 0.5055 0.245 -0.544 -0.623 0.00
H 3.5032 -2.0596 -5.8162 -0.082 -0.011 -0.577 0.00
H -0.9452 0.3916 -0.9698 -0.400 -0.218 0.273 0.00
H -2.8781 2.7614 -2.9437 0.057 -0.447 -0.133 0.00
H -0.0922 -4.9905 -1.8923 0.015 -0.005 -0.203 0.00
H 2.3977 -0.5032 -3.7677 -0.187 -0.183 -0.175 0.02
H 1.2293 -5.2637 0.1085 0.278 -0.053 -0.147 0.00
H -0.1411 -1.2151 -1.0705 -0.080 -0.114 0.505 0.00
H 5.2094 -2.8764 0.6044 0.210 -0.693 0.165 0.01
H 3.1273 4.5170 2.2063 -0.656 0.401 -0.117 0.01
H -5.0609 -2.5699 -1.4854 -0.146 -0.339 -0.215 0.00
H -3.8185 -1.2660 -0.3132 0.144 -0.347 0.303 0.00
H -2.3276 -2.1358 -0.8176 -0.443 -0.743 0.513 0.00
H 2.7714 -3.7445 1.4280 -0.119 -0.204 -0.619 0.00
H -0.6967 -3.4550 -1.2856 0.812 0.158 0.312 0.00
H 0.9339 1.0706 0.1247 0.467 0.524 0.401 0.03
H 0.4816 0.1705 -1.8478 0.628 0.185 0.048 0.02
H 2.7752 0.7893 3.7041 -0.225 -0.574 0.072 0.01
H -2.1523 2.9407 1.9101 0.046 -0.127 -0.566 0.00
H -1.4376 4.5744 2.0353 -0.396 0.207 -2.102 0.00
H -1.2501 2.2553 -3.5935 -0.238 -0.039 -0.216 0.01
H -4.3418 3.6919 -0.2723 -1.839 0.940 0.210 0.00
H 0.6634 -3.6228 0.3627 -0.048 0.076 0.043 0.00
H -3.0769 -1.0699 -1.8416 -0.597 -0.110 -0.766 0.00
H 3.4193 2.8654 1.8641 -0.080 -0.348 0.881 0.02
H 2.6079 -2.2988 -3.7383 -0.056 0.077 0.235 0.00
H 4.3566 -0.8977 0.4577 0.465 -0.229 0.115 0.03
H -0.6170 3.6075 -1.6017 0.419 0.104 0.178 0.04
H -1.7366 3.9700 -3.4114 0.206 0.019 -0.218 0.01
H -3.0778 -0.1405 2.0453 -0.075 -0.873 -0.522 0.00
H -4.1458 3.2649 1.3502 0.073 -0.291 0.607 0.00
H 3.2838 -1.8707 -0.5213 -0.240 0.142 -0.053 0.01
H 1.7498 3.3111 1.9157 -0.159 0.662 -0.641 0.01
H 0.8079 0.4802 2.9688 -0.774 -0.084 -0.524 0.00
H -0.4789 3.1734 1.2433 -0.044 0.262 -0.174 0.01
H 2.2873 2.1802 4.5441 -0.343 0.323 -0.098 0.00
H 2.9263 -1.5275 1.1955 -0.211 -0.068 -0.165 0.00
H -1.7067 0.5942 1.1783 -0.390 -0.393 -0.617 0.00
H -2.7012 -3.8772 -2.0553 0.140 0.154 -0.069 0.00
H -2.7141 2.6336 -0.5751 0.264 0.432 -0.066 0.00
H -0.3072 -3.5633 -2.9526 -0.262 -0.236 -0.691 0.00
H 0.0437 -4.9606 1.3126 0.390 0.228 0.871 0.00
H -1.7462 0.5424 2.8040 0.469 -0.475 0.825 0.00
H -0.5974 -1.1842 1.2332 0.222 0.055 0.043 0.00
```
Positions in Å, forces in eV/Å.